# 1
ORCA calculation (the ωB97M-V functional and the def2-TZVPD basis) on a cluster of 6 separate species, C24H63F2N12O9P3S2 in total.

Calculated values
total charge = 0

Geometry (Å):
N -10.70 -14.79 14.61
H -11.09 -15.37 13.87
H -10.30 -13.96 14.19
H -9.98 -15.31 15.08
H -11.42 -14.59 15.29
N -12.97 -14.44 17.24
S -12.72 -14.63 18.90
O -13.27 -15.85 19.45
O -12.68 -13.40 19.71
F -11.14 -15.05 18.74
S -14.41 -14.21 17.40
O -14.86 -12.93 17.88
O -15.29 -15.38 17.52
F -14.53 -14.04 15.77
C -12.42 -10.37 12.41
C -12.50 -10.27 11.02
C -13.74 -10.39 10.41
C -14.89 -10.45 11.20
C -14.80 -10.39 12.60
C -13.56 -10.48 13.21
N -16.24 -10.44 10.56
O -16.27 -10.29 9.34
O -17.27 -10.79 11.18
H -11.42 -10.33 12.81
H -11.59 -10.14 10.47
H -13.86 -10.42 9.34
H -15.73 -10.44 13.15
H -13.42 -10.58 14.28
O -7.61 -12.04 14.20
P -6.49 -11.56 15.03
N -6.94 -11.25 16.67
C -5.99 -10.96 17.72
C -8.31 -11.06 17.01
N -5.80 -10.11 14.42
C -6.43 -8.87 14.77
C -5.38 -10.19 13.03
N -5.27 -12.68 15.19
C -5.50 -14.10 14.75
C -3.88 -12.31 15.61
H -6.37 -10.46 18.61
H -5.20 -10.28 17.41
H -5.44 -11.83 18.08
H -9.01 -11.82 16.65
H -8.60 -10.06 16.69
H -8.51 -11.07 18.09
H -7.37 -8.61 14.28
H -6.52 -8.69 15.84
H -5.80 -8.03 14.46
H -6.19 -10.21 12.30
H -4.71 -9.37 12.77
H -4.70 -11.03 12.95
H -6.50 -14.32 14.40
H -4.82 -14.29 13.92
H -5.16 -14.83 15.48
H -3.70 -12.51 16.66
H -3.77 -11.25 15.38
H -3.11 -12.83 15.02
O -11.51 -16.40 10.94
P -11.26 -16.68 9.49
N -10.53 -15.50 8.49
C -10.26 -15.36 7.01
C -9.55 -14.60 9.13
N -12.71 -17.09 8.73
C -13.42 -18.31 9.11
C -13.62 -15.92 8.40
N -10.24 -18.07 9.33
C -10.00 -18.69 8.11
C -9.72 -18.75 10.50
H -11.12 -15.84 6.55
H -9.42 -15.97 6.68
H -10.18 -14.33 6.68
H -9.62 -13.58 8.76
H -8.57 -15.05 8.96
H -9.74 -14.57 10.21
H -14.00 -18.08 10.01
H -14.10 -18.64 8.33
H -12.69 -19.09 9.33
H -14.57 -16.28 8.01
H -13.84 -15.52 9.39
H -13.10 -15.13 7.85
H -9.27 -18.09 7.56
H -9.77 -19.74 8.24
H -10.93 -18.72 7.54
H -10.37 -19.57 10.81
H -9.70 -18.11 11.39
H -8.72 -19.14 10.32
O -8.28 -17.97 16.42
P -7.38 -18.84 17.27
N -8.13 -19.70 18.54
C -9.62 -19.60 18.71
C -7.49 -20.65 19.45
N -6.16 -17.88 18.04
C -6.53 -16.53 18.53
C -4.92 -18.45 18.67
N -6.59 -20.04 16.34
C -7.27 -21.32 16.03
C -5.74 -19.60 15.22
H -10.18 -20.45 18.33
H -10.05 -18.75 18.18
H -9.83 -19.45 19.77
H -8.15 -21.05 20.23
H -6.61 -20.20 19.91
H -7.20 -21.54 18.89
H -7.23 -16.60 19.37
H -5.67 -15.95 18.86
H -7.16 -15.88 17.92
H -4.25 -17.67 19.04
H -5.09 -19.19 19.45
H -4.38 -19.01 17.91
H -8.16 -21.21 15.40
H -6.62 -22.07 15.57
H -7.73 -21.77 16.91
H -6.36 -19.04 14.52
H -5.24 -20.37 14.64
H -4.87 -19.07 15.62

# 2
ORCA calculation (the ωB97M-V functional and the def2-TZVPD basis) on a structure of composition C24H65AsF6N4O10.

Calculated values
total charge = 0

Geometry (Å):
C -0.25 -18.93 -19.70
C 0.66 -17.89 -19.09
N 0.02 -16.57 -19.21
C -0.02 -15.72 -20.31
C -0.82 -14.69 -19.95
N -1.21 -14.89 -18.65
C -0.64 -16.00 -18.23
C -2.16 -14.09 -17.88
H -1.19 -19.04 -19.16
H 0.21 -19.92 -19.66
H -0.46 -18.70 -20.75
H 1.65 -17.88 -19.56
H 0.79 -18.05 -18.03
H 0.47 -15.98 -21.23
H -1.21 -13.87 -20.52
H -0.81 -16.51 -17.29
H -1.81 -13.06 -17.91
H -2.19 -14.48 -16.87
H -3.13 -14.15 -18.36
As -3.69 -18.18 -17.00
F -2.17 -18.21 -16.17
F -4.51 -18.81 -15.63
F -5.17 -17.96 -17.86
F -2.91 -17.45 -18.39
F -3.44 -19.77 -17.58
F -3.92 -16.55 -16.38
C -5.67 -17.45 -9.54
O -6.42 -17.83 -10.66
C -5.90 -17.29 -11.85
C -6.82 -17.61 -13.02
N -6.64 -18.91 -13.62
C -7.04 -20.07 -12.83
C -8.53 -20.09 -12.58
O -8.85 -21.39 -12.13
C -10.19 -21.52 -11.77
H -6.11 -17.87 -8.64
H -5.59 -16.36 -9.42
H -4.64 -17.83 -9.59
H -4.90 -17.65 -12.11
H -5.87 -16.19 -11.73
H -6.68 -16.89 -13.83
H -7.86 -17.49 -12.73
H -5.76 -19.03 -14.11
H -6.52 -20.08 -11.86
H -6.74 -20.97 -13.37
H -9.06 -19.86 -13.51
H -8.76 -19.36 -11.79
H -10.49 -20.80 -10.99
H -10.38 -22.52 -11.38
H -10.87 -21.34 -12.62
C 5.38 -18.36 -18.95
O 4.17 -18.68 -18.31
C 4.33 -19.07 -16.96
C 3.02 -18.95 -16.23
N 2.19 -20.11 -16.46
C 1.00 -20.18 -15.64
C 0.12 -21.36 -16.02
O 0.02 -21.47 -17.42
C -0.94 -22.41 -17.86
H 5.25 -18.44 -20.03
H 6.20 -19.04 -18.68
H 5.66 -17.34 -18.68
H 5.15 -18.53 -16.46
H 4.64 -20.12 -16.93
H 2.56 -17.99 -16.49
H 3.24 -18.95 -15.16
H 1.90 -20.30 -17.41
H 0.37 -19.27 -15.57
H 1.29 -20.34 -14.59
H -0.87 -21.18 -15.57
H 0.56 -22.27 -15.58
H -1.89 -21.91 -18.03
H -1.07 -23.21 -17.12
H -0.55 -22.89 -18.76
C -5.42 -20.35 -20.24
O -5.43 -21.57 -20.96
H -6.14 -19.61 -20.60
H -5.74 -20.58 -19.22
H -4.43 -19.89 -20.17
H -5.26 -21.39 -21.89
C -8.25 -19.51 -16.95
O -8.54 -18.65 -15.86
H -7.46 -19.15 -17.62
H -7.94 -20.51 -16.61
H -9.15 -19.56 -17.57
H -7.81 -18.73 -15.21
C -7.50 -15.46 -18.44
O -7.28 -14.05 -18.38
H -7.97 -15.83 -17.53
H -8.14 -15.62 -19.31
H -6.57 -15.99 -18.65
H -6.70 -13.90 -17.62
C -6.26 -13.90 -15.04
O -5.36 -14.24 -16.09
H -6.95 -13.13 -15.39
H -6.83 -14.78 -14.72
H -5.71 -13.55 -14.16
H -5.02 -15.13 -15.94
C -0.19 -16.32 -14.12
O 0.48 -16.17 -15.37
H -1.25 -16.20 -14.32
H 0.02 -17.30 -13.67
H 0.15 -15.61 -13.36
H 1.34 -15.77 -15.24
C -4.38 -15.12 -20.67
O -3.66 -13.94 -21.02
H -3.76 -15.74 -20.02
H -5.29 -14.86 -20.11
H -4.70 -15.68 -21.54
H -4.13 -13.46 -21.71

| no. | calculated total energy (eV) | highest occupied orbital energy (eV) | largest force on an atom (eV Å⁻¹) |
| --- | --- | --- | --- |
| 1 | -117186.638 | -8.702 | 11.9 |
| 2 | -129520.544 | -8.307 | 1.6 |